Entry from the Open Molecules 2025 dataset: C30H22CrIO7 as an isolated structure at a distorted geometry (ωB97M-V with the def2-TZVPD basis set).

CARTESIAN COORDINATES (ANGSTROEM)
O  2.48  3.56  2.97
C  2.28  2.44  2.73
Cr  1.95  0.58  2.64
C  0.39  1.00  3.64
O  -0.42  1.42  4.36
C  2.83  0.65  4.32
O  3.31  0.88  5.36
C  3.54  -0.09  1.30
C  2.58  0.63  0.60
C  1.22  0.26  0.68
C  0.83  -0.90  1.38
C  -0.53  -1.40  1.40
C  -1.68  -1.76  1.57
C  -3.10  -2.03  1.92
C  -3.91  -0.72  2.06
C  -5.21  -0.76  2.58
C  -5.91  0.44  2.79
C  -5.29  1.67  2.59
C  -3.99  1.71  2.06
C  -3.32  0.51  1.78
C  1.79  -1.49  2.23
C  3.14  -1.13  2.16
H  4.60  0.18  1.23
H  2.87  1.50  -0.01
H  0.45  0.86  0.18
H  -3.14  -2.53  2.90
H  -5.65  -1.72  2.83
H  -6.94  0.39  3.16
H  -5.79  2.60  2.86
H  -3.48  2.66  1.89
H  -2.31  0.52  1.36
H  1.44  -2.26  2.93
H  3.87  -1.65  2.79
C  -4.97  -5.93  -0.70
C  -5.31  -4.45  -0.85
C  -6.44  -4.18  -1.83
O  -5.83  -3.94  0.43
C  -4.93  -3.61  1.39
O  -5.23  -3.81  2.56
C  -3.71  -2.93  1.00
I  -1.54  -5.09  1.67
C  -2.63  -6.49  2.80
C  -3.32  -6.06  3.94
C  -4.00  -7.00  4.73
C  -4.02  -8.35  4.35
C  -3.38  -8.76  3.17
C  -2.66  -7.84  2.40
C  -3.31  -3.05  -0.38
O  -2.27  -2.61  -0.83
O  -4.17  -3.69  -1.27
H  -4.12  -6.07  -0.01
H  -5.86  -6.46  -0.33
H  -4.70  -6.34  -1.68
H  -6.60  -3.10  -1.87
H  -6.19  -4.55  -2.83
H  -7.35  -4.68  -1.48
H  -3.32  -5.01  4.20
H  -4.52  -6.67  5.63
H  -4.53  -9.08  4.98
H  -3.43  -9.81  2.86
H  -2.14  -8.14  1.50

Highest occupied orbital energy (alpha / beta) in eV: -10.79 / -11.02
Total charge: +1
HOMO-LUMO gap (alpha / beta) in Eh: 0.2643 / 0.1895
Multiplicity: 3
E_tot in Ha: -3024.9104

Atomic partial charges in e from the Löwdin method, atoms 1 to 2: atom 1 (O): 0.196, atom 2 (C): -0.065